w:
The following is a DFT calculation (ωB97M-V/def2-TZVPD) of a 2-piece molecular cluster, C5H10N2 overall.

Cartesian coordinates (Å):
N: -1.929 0.359 -1.109
C: -1.654 1.415 -0.766
C: 0.679 1.101 2.380
H: 2.501 -0.367 -1.131
C: -2.272 -0.806 -1.616
H: -3.200 -0.664 -2.396
H: -1.622 2.329 -0.264
H: -0.397 1.367 2.430
C: 1.468 -0.381 0.488
C: 2.146 -1.121 -0.533
N: 0.957 0.332 1.245
H: 1.270 2.036 2.160
H: 3.060 -1.405 0.057
H: 1.125 0.518 3.253
H: -1.408 -1.220 -2.259
H: 1.826 -1.985 -1.063
H: -2.549 -1.510 -0.879

Output
Orbital gap   12.4 eV
E_LUMO   -8.32 eV
Total charge   +2
Molar mass   98.1 g mol⁻¹

***

x:
The following is a DFT calculation (ωB97M-V/def2-TZVPD) of an isolated ion of composition C5H10N2 and charge +2.

Cartesian coordinates (Å):
C: 0.846 0.741 1.014
H: 1.473 -2.291 -1.375
C: -0.682 -0.162 -0.350
H: 1.198 1.829 1.183
C: -1.691 1.344 1.168
C: 0.643 -1.655 -1.742
C: 1.508 -0.140 -0.075
H: -1.420 2.389 1.439
N: 0.572 -0.593 -0.835
H: -2.514 1.196 0.466
H: -1.768 0.795 2.162
N: -0.531 0.672 0.624
H: -1.643 -0.259 -0.885
H: 1.202 0.212 1.894
H: -0.285 -2.267 -1.647
H: 0.595 -1.324 -2.793
H: 2.498 -0.490 -0.246

Output
Orbital gap   10.3 eV
E_LUMO   -10.92 eV
Total charge   +2
Molar mass   98.1 g mol⁻¹
SMILES   C[N+]1=CC[N+](C)=C1

***

Preferred: x; penalty for the next structure: 94.2 kJ/mol.

***

w:
The following is a DFT calculation (ωB97M-V/def2-TZVPD) of one molecule with the formula C16H25N3O.

Cartesian coordinates (Å):
H: -0.114 -3.385 -2.968
H: -1.974 2.188 -0.673
H: -2.087 2.932 5.205
H: 0.741 0.017 -4.016
N: -1.368 0.253 0.181
C: 0.336 2.287 3.929
H: 3.066 -1.847 -1.780
H: -0.462 4.318 3.880
H: -1.793 -1.689 -0.517
C: -0.797 3.443 1.948
C: 2.247 -2.401 -1.333
C: 1.900 -3.583 -2.246
C: 1.098 -0.795 -3.417
C: -0.447 0.902 1.959
H: 1.289 2.679 3.535
H: 1.556 -4.412 -1.620
H: 0.099 3.943 1.622
H: -2.475 1.976 3.821
C: 0.144 0.859 3.326
C: -1.488 1.638 0.134
C: 1.040 -1.474 -0.989
H: 0.399 2.295 5.025
O: -1.561 -0.206 -3.146
H: 2.631 -2.777 -0.361
H: 2.855 -3.948 -2.685
C: -1.837 -0.645 -0.875
H: -1.682 4.062 1.648
N: -0.739 -0.206 1.311
C: -1.003 -0.570 -2.137
H: -2.907 3.725 3.796
H: 1.110 0.316 3.291
H: 1.050 -4.241 -4.016
H: 1.405 -0.630 -0.372
H: -0.511 0.291 3.956
H: 1.960 -2.114 -4.858
N: 0.368 -0.907 -2.149
H: -2.889 -0.476 -1.144
C: -2.132 2.964 4.118
H: 2.137 -0.546 -3.176
C: 1.077 -2.110 -4.250
H: 0.350 -2.104 -0.452
C: -0.765 3.322 3.489
C: -0.922 2.102 1.291
C: 0.906 -3.378 -3.370
H: 0.191 -2.068 -4.915

Output
Orbital gap   9.4 eV
E_LUMO   0.84 eV
Total charge   0
Molar mass   275.4 g mol⁻¹
SMILES   C[C@H]1CCc2nn(CC(=O)N3CCCCCC3)cc2C1

***

x:
The following is a DFT calculation (ωB97M-V/def2-TZVPD) of one molecule with the formula C16H25N3O.

Cartesian coordinates (Å):
H: 1.607 8.036 3.353
H: 1.627 6.189 0.095
H: 2.985 4.200 0.745
C: 1.418 3.530 -0.572
C: 1.893 4.154 0.738
N: -0.131 -0.772 -1.536
C: -1.199 -5.158 -0.020
C: 1.724 1.562 -2.166
H: -0.248 2.381 -2.500
H: 1.727 4.167 -1.406
C: -2.367 -5.275 2.052
H: 1.043 -4.462 -1.308
C: 0.668 -3.522 -1.702
H: -2.016 -6.973 0.784
C: -1.038 -3.789 0.193
C: -0.483 0.554 -1.449
H: 0.329 3.483 -0.563
H: 0.218 -3.705 -2.678
H: 0.238 5.510 0.943
O: -1.263 0.983 -0.639
H: 1.509 5.570 3.079
H: -1.496 -2.201 1.568
N: -2.230 -3.976 2.264
C: -1.589 -3.258 1.367
H: 2.168 2.226 -2.912
C: -0.342 -2.918 -0.755
C: 1.252 7.601 2.422
H: 0.115 0.949 -3.473
H: 2.224 0.593 -2.252
N: -0.657 -1.683 -0.707
C: 1.329 5.559 0.937
C: 0.232 1.404 -2.486
H: 2.904 6.238 2.234
H: 1.583 3.519 1.571
H: 0.535 -1.050 -2.256
H: 1.560 8.246 1.602
H: 0.165 7.576 2.447
H: -0.827 -5.629 -0.918
H: 1.556 1.459 -0.019
H: 1.519 -2.853 -1.834
C: 1.986 2.126 -0.769
H: -2.901 -5.822 2.818
C: 1.812 6.196 2.237
C: -1.873 -5.913 0.925
H: 3.067 2.153 -0.608

Output
Orbital gap   9.1 eV
E_LUMO   0.46 eV
Total charge   0
Molar mass   275.4 g mol⁻¹
SMILES   CCCCCCCCC(=O)N/N=C(\C)c1cccnc1

***

Preferred: w; penalty for the next structure: 19.9 kJ/mol.